(1)
Here is a 12-piece molecular cluster, C42H87BrN12O4 overall from OMol25. Energies are from wB97M-V/def2-TZVPD.

```
146
Properties=species:S:1:pos:R:3
C -11.49608 -0.42956 -9.50775
O -11.20299 0.68412 -9.75397
C -10.36154 1.27193 -10.85079
C -10.70125 2.80895 -10.93139
N -9.75548 3.86322 -10.12711
H -9.72965 3.76348 -9.08691
H -8.82499 4.12945 -10.40892
C -10.31854 5.35099 -10.16298
C -9.40787 6.49158 -10.47708
O -9.56594 6.76165 -11.93360
C -8.52429 7.08430 -12.66616
H -11.27262 -1.28932 -10.19862
H -4.09907 12.98449 -7.02071
H -12.08887 -0.67078 -8.64545
H -10.35922 0.72201 -11.84029
H -9.30676 1.04343 -10.73864
H -11.75239 3.04155 -10.68154
H -10.50177 3.18092 -11.93229
H -10.71973 5.35076 -9.19116
H -11.09268 5.38320 -10.89062
H -8.35669 6.38744 -10.06103
H -10.04868 7.07956 -9.85292
H -7.85544 7.82569 -12.18059
H -8.97337 7.39737 -13.69149
H -7.71649 6.09192 -12.74268
C 8.95684 -7.58255 4.96776
O 9.58229 -6.97960 4.04884
C 9.51343 -5.47712 4.22458
C 10.69206 -4.79606 5.08254
N 10.95428 -3.22591 4.89978
H 11.88205 -3.11371 4.44415
H 10.36335 -2.75826 4.22399
C 10.83892 -2.22845 6.18426
C 10.14941 -0.89795 5.69007
O 11.23584 -0.35634 4.91138
C 11.53938 0.94581 4.83684
H 13.51811 2.41295 -12.18665
H 9.39581 -8.71553 4.93013
H 8.20630 5.44210 -9.93433
H 8.51883 -5.25316 4.44045
H 9.40258 -5.02841 3.25200
H 11.50603 -5.45544 4.84081
H 10.48482 -4.85133 6.14020
H 11.83482 -1.93344 6.54811
H 10.39746 -2.80945 6.94010
H 9.83178 -0.39809 6.53538
H 9.25774 -1.41262 5.20738
H 10.98198 1.74884 5.16988
H -0.34960 -10.86436 4.00556
H 12.63675 0.99560 4.50285
C 0.08708 3.09528 14.80237
C 0.29353 4.57301 14.91810
N -0.96655 5.34761 14.93911
C -0.93644 6.67444 15.27413
C -2.14485 7.23361 15.07952
N -2.96382 6.22930 14.53001
C -2.21765 5.10802 14.48738
C -4.40926 6.39884 14.36131
H -0.44716 2.73927 13.90233
H -0.47363 2.70706 15.65547
H 1.05860 2.58670 14.91638
H 0.84114 4.99625 14.05218
H 0.73903 4.86659 15.80391
H -0.04235 7.21258 15.61047
H -2.53128 8.23422 15.21111
H -2.60531 4.11726 14.30282
H -4.85461 5.42463 14.41273
H -4.68059 6.66725 13.35864
H -4.58532 7.14441 15.09310
C 0.67651 -9.59947 -8.54116
C 1.12147 -9.55808 -9.99919
N -0.19706 -9.83565 -10.89757
C -0.14069 -9.46191 -12.08798
C -1.46787 -10.15871 -12.79512
N -2.02423 -10.79561 -11.86251
C -1.25483 -10.63092 -10.74262
C -3.51100 -11.28457 -12.01910
H -0.34379 -9.21895 -8.38553
H 1.30931 -8.92360 -7.97079
H 0.74419 -10.54400 -8.01084
H 1.55660 -10.39328 -10.39389
H 1.52109 -8.61696 -10.14240
H 0.61028 -8.70036 -12.28328
H -1.91090 -10.14265 -13.79347
H -1.50515 -11.18574 -9.78485
H -3.47153 -11.77649 -13.07246
H -4.06372 -10.33573 -11.94715
H -3.68274 -11.95845 -11.16115
C -4.75266 -3.44278 9.10890
C -5.66024 -3.14884 7.85097
N -7.05543 -3.36912 8.18190
C -7.59852 -4.59407 8.21611
C -8.90148 -4.43723 8.62959
N -9.09030 -3.08775 8.90529
C -7.98784 -2.45543 8.57573
C -10.24439 -2.50962 9.63737
H -4.83319 -4.47754 9.51750
H -5.13205 -2.70821 9.84751
H -3.73174 -3.29307 8.84565
H -5.42649 -3.68358 6.98116
H -5.50890 -2.14790 7.58521
H -7.12943 -5.50958 7.91814
H -9.68588 -5.19005 8.74758
H -7.67921 -1.48816 8.89333
H -10.12762 -1.41774 9.71728
H -10.38698 -3.01512 10.58354
H -11.18241 -2.58181 9.07564
C 10.31113 0.83665 -8.24610
C 10.41271 0.58071 -6.75128
N 9.90523 1.83564 -6.07922
C 8.93791 2.71254 -6.41277
C 8.78467 3.52689 -5.31140
N 9.65039 3.05321 -4.30255
C 10.31962 2.04449 -4.82249
C 9.90903 3.77423 -2.99018
H 9.28703 0.87907 -8.60777
H 10.86323 0.07655 -8.82470
H 10.82061 1.83252 -8.40268
H 11.47743 0.57345 -6.53894
H 9.99402 -0.25232 -6.24037
H 8.40885 2.71119 -7.31414
H 8.15247 4.37695 -5.22586
H 11.21333 1.56950 -4.35554
H 10.46732 3.13244 -2.32376
H 8.91425 3.87266 -2.56763
H 10.44581 4.67511 -3.20546
C 0.61050 4.89411 -1.02023
C -0.56575 4.14571 -0.35967
N -0.61586 4.35306 1.12829
C 0.40836 4.12543 2.01762
C 0.01131 4.45748 3.24889
N -1.23902 4.94020 3.14581
C -1.61532 4.89324 1.83427
C -2.21835 4.73876 4.27974
H 1.60513 4.52332 -0.89046
H 0.58529 5.93758 -0.61010
H 0.35114 4.94970 -2.09463
H 6.18703 -7.22311 8.09892
H -1.48005 4.58142 -0.76533
H 1.37933 3.64235 1.73052
H 0.50484 4.29669 4.17513
H -2.59018 5.23991 1.59447
H -3.24290 5.05261 4.08995
H -1.89142 5.32903 5.14108
H -2.02959 3.68113 4.55975
Br -0.74017 2.23641 -0.75097
```

Summary:
Total charge: +6



(2)
Here is a 4-piece molecular cluster, C42H90NO7PS2 overall from OMol25. Energies are from wB97M-V/def2-TZVPD.

```
143
Properties=species:S:1:pos:R:3
C -1.12851 -1.62877 3.65464
C 0.13299 -1.89954 3.48075
C 0.69658 -2.25904 2.10128
C 1.06566 -0.86886 1.46983
C 0.81499 -0.82646 -0.03815
C -0.68158 -0.66945 -0.43837
C -0.76989 0.35942 -1.57044
O -1.04228 1.46389 -1.31755
O -0.58375 -0.01481 -2.87861
C 0.78354 0.01612 -3.30624
C 1.16227 1.28917 -4.09014
O 1.87533 -3.02256 2.11026
C 1.79713 -4.43855 2.21942
C 0.68579 -5.00433 3.13177
C -0.79673 -5.01481 2.72165
C 0.96775 -6.41483 3.73340
C 2.18712 -6.47341 4.65704
C 2.09208 -5.55549 5.90218
C 2.15897 -5.21893 0.87348
C 3.04382 -6.44692 1.15819
C 2.86827 -7.69471 0.24449
C 3.66558 -7.68719 -1.07516
N 2.88739 -7.18934 -2.22358
C 0.89558 -5.63397 0.07527
C 0.04099 -4.44072 -0.37973
C -0.36538 -4.55174 -1.86878
O -1.68854 -4.05473 -1.97550
C -2.13636 -3.99909 -3.32701
O 2.77946 -4.31860 -0.11109
C 4.04123 -3.79341 0.21989
S 4.05816 -1.95442 0.08246
P 5.53159 -4.44330 -0.77567
O 5.12840 -5.02655 -2.21464
O 6.37774 -5.54938 0.06995
S 6.79154 -2.99316 -1.11343
H -1.42556 -1.09664 4.55159
H -1.85288 -1.98268 2.92481
H 0.85120 -1.90060 4.30212
H -0.15908 -2.58871 1.50006
H 0.42058 -0.11190 1.92339
H 2.10128 -0.65735 1.74808
H 1.26929 -1.66022 -0.58136
H 1.34262 0.06007 -0.41534
H -1.29046 -0.28824 0.38184
H -1.11221 -1.59533 -0.84514
H 1.51216 -0.11685 -2.50226
H 0.91506 -0.84239 -3.97324
H 1.85574 1.91664 -3.52116
H 0.30491 1.87988 -4.41647
H 1.71822 0.99731 -4.98926
H 2.70839 -4.66762 2.80741
H 0.72330 -4.37249 4.03228
H -1.10078 -5.86939 2.10549
H -1.19274 -4.12381 2.24028
H -1.38037 -5.13391 3.64462
H 0.09157 -6.67654 4.33973
H 1.01137 -7.16680 2.93542
H 2.34314 -7.50836 4.98833
H 3.11549 -6.20787 4.13621
H 2.64279 -5.96190 6.75120
H 2.58751 -4.60974 5.64463
H 1.05065 -5.31868 6.14073
H 2.92054 -6.82999 2.17435
H 4.11974 -6.22779 1.13208
H 3.34237 -8.51250 0.80834
H 1.83829 -8.02252 0.09433
H 3.86449 -8.74781 -1.28275
H 4.65263 -7.22372 -0.94472
H 3.53265 -7.19743 -3.01154
H 2.73449 -6.19516 -2.05444
H 0.35674 -6.39279 0.65083
H 1.18454 -6.13250 -0.85313
H 0.53874 -3.47685 -0.29018
H -0.91462 -4.35030 0.14335
H 0.32439 -3.96656 -2.50071
H -0.33547 -5.60041 -2.20641
H -3.20078 -4.26326 -3.31163
H -2.10091 -2.95106 -3.65748
H -1.58153 -4.67503 -3.98404
H 4.29012 -3.98082 1.27358
H 4.12481 -1.57915 1.37754
H 5.07665 -4.29025 -2.84516
H 6.56664 -5.16666 0.94189
C -9.14424 -1.64263 -5.71111
C -7.70415 -2.09721 -5.92585
C -7.15400 -2.93337 -4.77094
C -7.07744 -2.21131 -3.42458
C -6.24635 -0.92893 -3.42219
C -4.77698 -1.16101 -3.75838
H -9.23658 -0.99114 -4.84064
H -9.49857 -1.08270 -6.57844
H -9.80664 -2.49968 -5.57175
H -7.06657 -1.22663 -6.10308
H -7.66061 -2.69881 -6.83810
H -6.16011 -3.30010 -5.04534
H -7.77830 -3.82483 -4.65026
H -6.66329 -2.90396 -2.68443
H -8.08870 -1.97576 -3.07969
H -6.30952 -0.47903 -2.42761
H -6.67032 -0.19769 -4.11602
H -4.32242 -1.85829 -3.05100
H -4.22335 -0.22172 -3.70511
H -4.65052 -1.56065 -4.76638
C 1.61561 3.03227 0.28294
C 0.36545 3.90215 0.35664
C 0.37840 5.06529 -0.63331
C 1.50205 6.08341 -0.42830
C 1.54355 6.73449 0.95340
C 0.29495 7.54929 1.27554
H 2.51630 3.59277 0.54165
H 1.53771 2.19646 0.98250
H 1.74229 2.61947 -0.72159
H 0.23443 4.27200 1.37845
H -0.50329 3.27858 0.14312
H -0.58846 5.57514 -0.58771
H 0.45630 4.66354 -1.64899
H 1.40119 6.86691 -1.18677
H 2.46718 5.60456 -0.62047
H 2.41287 7.39711 0.99662
H 1.69713 5.97746 1.72755
H 0.14443 8.33944 0.53628
H 0.39450 8.02140 2.25542
H -0.59989 6.92529 1.30011
C 0.57949 14.12315 0.77215
C 0.98994 12.66798 0.97451
C -0.17124 11.76155 1.38155
C -0.83160 12.10699 2.71688
C 0.10880 12.11604 3.92100
C 0.74108 10.75664 4.20371
H 0.20245 14.56847 1.69431
H 1.43572 14.71729 0.44764
H -0.19566 14.20644 0.00738
H 1.79385 12.61236 1.71391
H 1.40939 12.29068 0.03766
H 0.18386 10.72712 1.40815
H -0.93661 11.79463 0.59910
H -1.63657 11.38788 2.90032
H -1.31672 13.08484 2.64157
H -0.46106 12.42547 4.80155
H 0.89421 12.86502 3.78629
H -0.02638 10.00000 4.38177
H 1.37203 10.80885 5.09296
H 1.36838 10.42214 3.37546
```

Summary:
Total charge: 0
SMILES: C=C[C@@H](CCCC(=O)OCC)O[C@@H]([C@@H](C)CCC)[C@@](CCCN)(CCCOC)O[C@H](S)P(O)(O)=S.CCCCCC.CCCCCC.CCCCCC



(3)
Here is C42H91BO44P5S4 as an isolated structure from OMol25. Energies are from wB97M-V/def2-TZVPD.

```
187
Properties=species:S:1:pos:R:3
O 3.83959 2.21530 0.64010
C 2.85636 1.54270 0.74211
O 2.06809 1.07174 -0.19920
B 0.92835 0.36008 0.40568
O 1.22193 0.31834 1.85395
C 2.25958 1.09600 2.10906
O 2.69468 1.39226 3.18424
O 0.74156 -0.96815 -0.15485
C -0.50237 -1.12517 -0.57182
O -1.01603 -2.14004 -0.93816
C -1.20064 0.26127 -0.47910
O -0.32517 1.07818 0.08375
O -2.33101 0.50953 -0.77794
C 1.08419 1.75676 6.53729
C 2.44549 1.09245 6.77215
O 3.10210 1.80048 7.81955
S 2.13052 2.86867 8.48014
O 2.84761 4.05673 8.72654
O 1.33484 2.31466 9.51044
O 1.23345 3.04400 7.17450
H 0.24221 1.25913 7.02200
H 0.86596 1.91139 5.48743
H 3.01141 1.32615 5.86681
H 2.47327 0.00761 6.82198
C 3.11900 -0.31829 -3.01383
C 2.79433 -1.14481 -4.25738
O 3.08962 -2.48275 -3.87314
S 3.91146 -2.51904 -2.48455
O 5.07776 -3.28692 -2.70150
O 3.01994 -2.77680 -1.42560
O 4.30388 -0.95552 -2.54764
H 2.29679 -0.37855 -2.29665
H 3.22380 0.73088 -3.27586
H 3.52097 -0.84296 -5.01923
H 1.79358 -0.98077 -4.64837
C -5.33213 1.44016 0.31657
C -6.63541 1.14376 -0.36638
O -7.49553 0.67350 0.66412
S -7.19216 1.45285 2.01097
O -7.11017 0.50566 3.06062
O -8.03228 2.57574 2.18222
O -5.73430 1.96460 1.60312
H -4.70168 2.09896 -0.27313
H -4.75556 0.55382 0.58338
H -6.58232 0.47692 -1.22634
H -7.09411 2.02911 -0.82683
C 0.73775 4.39977 0.53604
C 0.29198 3.99779 -0.86847
O 0.03088 5.24656 -1.57329
S 0.22014 6.46226 -0.54978
O -0.78836 7.41678 -0.70935
O 1.58716 6.84016 -0.54805
O -0.12154 5.56320 0.71615
H 1.75434 4.78400 0.57784
H 0.46335 3.66993 1.28809
H -0.66742 3.48570 -0.82952
H 0.98858 3.40920 -1.45276
C -4.25333 -2.40278 0.42543
C -4.63648 -3.85792 0.15171
O -5.66962 -4.23686 1.11173
P -7.13708 -3.66270 0.95727
O -7.43816 -3.23799 -0.40673
O -7.23681 -2.53230 2.04193
C -6.72725 -2.70459 3.37814
C -7.80942 -3.02377 4.35185
O -8.00074 -4.84819 1.54489
C -9.11945 -5.39469 0.84474
C -9.33408 -6.82709 1.29407
H -5.08276 -1.74803 0.15968
H -3.91801 -2.30268 1.45198
H -3.45059 -2.26846 -0.30921
H -4.96027 -4.06713 -0.86327
H -3.81669 -4.47476 0.50409
H -5.89882 -3.41924 3.35685
H -6.19465 -1.77916 3.61295
H -8.37420 -3.91866 4.08471
H -7.42617 -3.12249 5.36748
H -8.56681 -2.23552 4.37238
H -10.00538 -4.79404 1.07555
H -9.00341 -5.32721 -0.23685
H -9.08432 -6.95102 2.34944
H -10.35154 -7.18839 1.16395
H -8.63841 -7.46710 0.74591
C 6.36367 5.79143 1.13328
C 7.49874 5.08562 1.85414
O 7.00867 4.71626 3.15319
P 7.79634 3.56526 3.93755
O 9.16035 3.90729 4.30232
O 6.88110 3.32725 5.20172
C 5.50139 2.95024 5.12589
C 4.68340 3.82865 6.05138
O 7.65083 2.29355 3.00347
C 6.46220 1.94843 2.22966
C 6.97327 1.53323 0.87103
H 5.40048 5.34028 1.36482
H 6.33223 6.77777 1.61372
H 6.50225 5.97011 0.07033
H 7.89376 4.22192 1.30994
H 8.39467 5.70020 1.97554
H 5.14756 3.19857 4.12685
H 5.32086 1.88532 5.27770
H 3.63282 3.55887 6.02334
H 5.04339 3.85471 7.07642
H 4.77702 4.83668 5.63972
H 5.85778 1.21634 2.75697
H 5.90000 2.87642 2.14906
H 7.77153 2.19056 0.53829
H 7.36831 0.51529 0.91157
H 6.19239 1.52982 0.11064
C -5.46576 -8.34797 2.97103
C -4.45545 -7.20966 2.92244
O -3.61727 -7.36494 1.78674
P -2.10821 -6.92026 1.83384
O -1.21701 -7.57192 2.77769
O -1.61119 -7.08162 0.33538
C -2.46978 -6.70878 -0.74452
C -2.32690 -7.78618 -1.80879
O -2.29838 -5.34921 2.02516
C -1.44548 -4.37804 1.40434
C -1.29345 -3.25355 2.41183
H -6.23716 -8.15566 3.71159
H -5.95389 -8.40349 1.99435
H -4.92007 -9.28096 3.10969
H -5.01771 -6.27205 2.88834
H -3.86911 -7.19147 3.84467
H -3.52662 -6.62624 -0.49700
H -2.16241 -5.75937 -1.19199
H -2.74538 -8.72515 -1.43716
H -2.86394 -7.54102 -2.72860
H -1.29508 -8.00305 -2.08469
H -0.46615 -4.84187 1.23714
H -1.69984 -4.04228 0.39845
H -1.19630 -2.28714 1.91532
H -2.23383 -3.18748 2.96413
H -0.47613 -3.42391 3.10527
C 0.92273 -4.97439 -4.10397
C -0.07881 -3.90457 -3.72828
O -0.87485 -3.54301 -4.87860
P -1.69435 -2.19121 -4.81375
O -2.51570 -1.96123 -5.99799
O -0.57719 -1.09070 -4.54739
C -0.99529 0.28244 -4.50283
C -0.65833 0.98699 -5.78766
O -2.44207 -2.25034 -3.42219
C -3.85314 -2.59163 -3.38520
C -4.08762 -4.06682 -3.55789
H 1.53252 -5.23091 -3.24031
H 0.37746 -5.79730 -4.56120
H 1.61585 -4.52944 -4.82073
H -0.76776 -4.25196 -2.95373
H 0.41446 -3.02630 -3.30751
H -2.03861 0.43020 -4.22160
H -0.42648 0.69678 -3.66240
H -1.12221 0.39458 -6.58623
H -1.24711 1.90126 -5.91049
H 0.39394 1.17258 -5.97281
H -4.16550 -2.23970 -2.40407
H -4.38176 -1.99887 -4.13168
H -5.12051 -4.24369 -3.23431
H -4.04362 -4.42112 -4.58716
H -3.43135 -4.67790 -2.93849
C 3.76388 8.78270 -3.12442
C 4.99092 8.30890 -2.37452
O 4.92697 6.87507 -2.23021
P 5.71515 5.92893 -3.22121
O 7.12458 6.28930 -3.37431
O 4.85942 5.97553 -4.55622
C 5.55875 6.15821 -5.83898
C 6.29365 4.88443 -6.18485
O 5.43832 4.51604 -2.63069
C 4.13158 4.17106 -2.05389
C 3.23657 3.67281 -3.16243
H 3.59215 9.85786 -3.07592
H 3.84254 8.45748 -4.16313
H 2.86689 8.32267 -2.70812
H 5.93946 8.57158 -2.84295
H 4.98755 8.69953 -1.35707
H 4.75627 6.42377 -6.52045
H 6.22771 6.99842 -5.65592
H 5.54779 4.11304 -6.35769
H 6.93960 5.07359 -7.04445
H 6.96659 4.63958 -5.36649
H 4.30591 3.42415 -1.28654
H 3.80378 5.09297 -1.57474
H 2.69035 4.43973 -3.70742
H 3.82902 3.13055 -3.90493
H 2.53357 2.91940 -2.79593
```

Summary:
Total charge: -1



Energy readings, ordered: -5180.9051; -3373.3779; -8290.6989 hartree